[1]
The following is a quantum chemistry calculation of a 8-piece molecular cluster, C34H52BF21I2NO19P2 overall in a non-equilibrium geometry, from the OMol25 dataset.

```
132
Properties=species:S:1:pos:R:3:forces:R:3:mulliken_charge:R:1
N -3.145 -0.178 -1.035 0.1 0.2 -0.3 -0.524
B -3.937 0.937 -1.567 0.3 0.2 -0.1 1.368
O -4.481 0.810 -2.853 -0.2 -0.5 0.3 -0.886
P -4.446 2.685 -0.691 -1.2 -0.8 -0.5 -0.168
I -3.376 1.817 1.670 0.1 -0.3 0.6 -0.123
C -4.861 4.395 -0.008 0.5 0.2 0.0 -1.440
C -4.776 4.855 1.443 -0.5 0.8 0.1 -0.739
C -3.417 5.431 1.866 -0.2 -0.1 -0.1 -0.908
I -2.912 5.009 3.905 0.1 0.1 -0.1 -0.052
C -6.190 1.872 -0.318 -0.3 0.8 0.9 -0.712
C -7.071 2.376 0.819 1.1 -0.3 0.0 0.200
C -6.924 1.750 2.138 -2.1 -0.8 -0.7 -0.906
O -8.077 1.472 1.220 0.3 0.0 0.0 -0.558
P -2.315 3.455 -1.416 0.0 0.8 -0.2 0.399
O -2.330 4.703 -2.240 0.0 -0.1 -0.1 -0.512
O -1.086 3.500 -0.362 0.2 0.0 -0.1 -0.391
O -1.800 2.206 -2.376 0.0 -0.3 0.0 -0.552
H -2.474 -0.426 -1.763 0.0 0.0 0.0 0.184
H -3.756 -0.991 -0.976 0.0 0.0 0.2 0.149
H -5.441 0.879 -2.820 0.0 0.5 -0.2 0.354
H -4.913 3.122 -1.984 0.2 0.3 0.0 -0.231
H -4.220 5.063 -0.592 0.1 0.0 -0.1 0.799
H -5.859 4.591 -0.405 -0.2 -0.2 0.1 0.572
H -5.199 4.187 2.185 0.2 -0.5 -0.1 0.351
H -5.454 5.720 1.483 -0.1 0.0 0.1 0.415
H -2.599 5.120 1.224 0.2 -0.3 0.2 0.209
H -3.452 6.514 1.852 0.1 0.1 -0.1 0.534
H -6.791 1.988 -1.226 0.1 -0.2 -0.2 0.466
H -6.049 0.823 -0.060 0.2 -0.1 -0.3 -0.049
H -7.333 3.418 0.812 -0.4 0.4 -0.1 0.589
H -7.434 2.153 2.999 0.9 0.5 0.5 0.375
H -6.296 0.882 2.237 0.3 0.1 0.2 0.192
H -0.436 2.814 -0.548 0.0 -0.1 0.1 0.257
H -1.998 2.457 -3.287 0.0 0.0 -0.1 0.260
C 1.725 -2.634 3.385 -0.2 0.0 0.2 -1.016
C 1.657 -1.184 2.960 0.3 -0.2 -0.2 -0.144
O 0.496 -0.519 3.491 0.0 0.0 -0.1 -0.218
C 0.557 -0.111 4.742 0.0 0.0 -0.1 0.214
O 1.459 -0.249 5.517 0.1 0.0 0.0 -0.555
C -0.738 0.660 5.072 -0.2 0.2 -0.1 0.927
F -1.817 0.002 4.637 0.0 -0.1 0.1 -0.157
F -0.710 1.852 4.481 0.1 0.0 0.1 -0.209
F -0.867 0.841 6.389 0.1 -0.1 0.0 -0.287
H 0.806 -3.152 3.108 0.0 0.0 -0.1 0.305
H 2.567 -3.127 2.900 0.0 0.0 0.0 0.244
H 1.848 -2.719 4.465 0.1 0.0 0.0 0.320
H 1.549 -1.104 1.881 -0.1 0.1 0.0 0.332
H 2.552 -0.635 3.251 0.0 0.0 0.1 0.290
C 7.365 -4.777 -0.345 -0.1 -0.2 0.1 -0.976
C 6.245 -3.817 -0.667 0.3 0.2 0.0 0.045
O 5.006 -4.507 -0.962 0.0 0.0 0.0 -0.353
C 4.302 -4.897 0.083 0.0 0.0 -0.1 0.347
O 4.563 -4.741 1.239 0.0 0.0 0.1 -0.523
C 2.999 -5.579 -0.393 0.1 0.0 0.0 0.890
F 3.240 -6.454 -1.377 0.0 0.0 0.0 -0.258
F 2.148 -4.652 -0.854 0.0 0.0 0.0 -0.253
F 2.419 -6.225 0.612 0.0 0.0 0.0 -0.238
H 7.509 -5.497 -1.151 0.0 0.1 -0.1 0.332
H 8.287 -4.214 -0.203 0.1 0.0 0.0 0.166
H 7.157 -5.337 0.567 0.0 0.1 0.0 0.325
H 6.476 -3.251 -1.567 -0.1 0.0 -0.1 0.434
H 6.081 -3.111 0.143 -0.1 -0.3 -0.1 0.145
C 4.738 1.697 -3.355 0.0 -0.2 0.1 -1.102
C 5.007 2.418 -2.055 0.0 0.3 -0.3 -0.228
O 4.758 1.560 -0.917 0.0 0.0 0.0 -0.304
C 5.709 0.707 -0.601 0.0 0.0 0.0 0.290
O 6.770 0.552 -1.133 0.1 0.0 0.0 -0.559
C 5.275 -0.096 0.645 0.0 0.0 0.0 0.977
F 4.019 -0.531 0.524 0.0 0.0 0.0 -0.257
F 5.356 0.671 1.738 0.0 0.0 0.0 -0.278
F 6.066 -1.156 0.821 0.0 0.3 0.1 -0.259
H 3.723 1.301 -3.367 0.0 0.1 0.0 0.306
H 4.856 2.386 -4.190 0.0 0.0 0.0 0.383
H 5.428 0.865 -3.493 0.1 0.0 0.0 0.310
H 4.326 3.254 -1.924 -0.1 -0.1 0.1 0.341
H 6.027 2.798 -2.003 0.0 -0.1 0.1 0.316
C -4.979 -4.691 -3.138 0.0 0.2 0.0 -1.104
C -5.957 -5.061 -2.045 0.1 -0.3 -0.1 -0.236
O -6.385 -3.897 -1.310 0.0 0.0 0.1 -0.285
C -7.333 -3.166 -1.871 0.0 0.0 0.0 0.263
O -7.885 -3.370 -2.912 0.0 0.0 -0.1 -0.538
C -7.675 -1.975 -0.947 0.0 0.0 -0.1 0.997
F -6.556 -1.399 -0.503 -0.1 0.0 0.0 -0.285
F -8.381 -2.408 0.105 0.0 0.0 0.0 -0.257
F -8.395 -1.073 -1.602 0.0 0.0 0.0 -0.251
H -4.133 -4.146 -2.721 0.0 -0.1 0.0 0.277
H -4.611 -5.593 -3.626 0.0 0.0 0.0 0.382
H -5.451 -4.059 -3.888 0.0 0.0 0.0 0.321
H -5.488 -5.702 -1.302 0.0 0.1 0.1 0.329
H -6.829 -5.580 -2.440 -0.1 0.1 0.0 0.329
C -2.120 6.785 -4.604 0.0 0.4 -0.1 -0.750
C -1.737 5.788 -5.664 0.0 -0.3 0.4 -0.141
O -1.815 6.350 -7.006 0.0 0.0 0.0 -0.312
C -0.797 7.080 -7.398 0.0 0.0 0.0 0.331
O 0.207 7.338 -6.801 0.1 0.0 0.0 -0.516
C -1.042 7.567 -8.846 0.0 0.0 0.1 0.893
F -2.281 8.044 -9.005 0.0 0.0 0.0 -0.248
F -0.876 6.547 -9.704 0.0 0.0 0.0 -0.260
F -0.180 8.527 -9.171 0.0 0.0 0.0 -0.245
H -3.115 7.189 -4.800 0.0 -0.1 0.0 0.293
H -2.123 6.285 -3.635 0.0 0.0 0.0 0.153
H -1.420 7.621 -4.573 0.1 -0.1 0.0 0.322
H -2.434 4.954 -5.676 0.0 0.0 -0.1 0.249
H -0.736 5.390 -5.503 0.1 0.1 -0.1 0.318
C 10.414 0.039 1.468 0.0 -0.2 0.1 -0.994
C 11.455 -0.275 0.418 -0.1 0.4 -0.1 -0.247
O 12.142 -1.517 0.706 0.1 0.0 0.0 -0.341
C 11.497 -2.618 0.370 0.1 0.1 0.0 0.366
O 10.421 -2.696 -0.143 -0.1 -0.1 -0.1 -0.514
C 12.360 -3.856 0.703 -0.1 0.0 0.0 0.911
F 12.893 -3.763 1.926 0.0 0.0 0.0 -0.253
F 13.361 -3.959 -0.184 0.0 0.0 0.0 -0.264
F 11.627 -4.961 0.643 0.0 0.0 0.0 -0.234
H 10.866 0.056 2.460 0.0 0.1 0.0 0.329
H 9.969 1.013 1.268 0.0 0.0 0.0 0.375
H 9.620 -0.707 1.470 0.0 0.0 -0.1 0.211
H 12.240 0.477 0.406 0.1 -0.1 0.0 0.315
H 11.018 -0.328 -0.578 0.0 -0.1 0.0 0.324
C -4.607 -1.899 4.944 -0.1 -0.2 0.0 -1.039
C -3.360 -2.493 5.558 0.1 0.4 -0.2 -0.101
O -3.639 -3.748 6.232 0.0 0.0 0.1 -0.349
C -3.730 -4.816 5.469 0.0 0.0 0.1 0.353
O -3.601 -4.891 4.283 0.0 0.0 -0.1 -0.517
C -3.998 -6.056 6.353 0.0 0.0 -0.1 0.861
F -4.955 -5.819 7.257 0.0 0.0 0.0 -0.252
F -2.878 -6.397 7.012 0.0 0.0 0.0 -0.259
F -4.373 -7.091 5.607 0.0 0.0 0.0 -0.241
H -5.383 -1.780 5.701 0.0 0.1 0.0 0.312
H -4.377 -0.925 4.513 0.0 0.0 0.0 0.337
H -4.999 -2.541 4.156 0.1 0.0 0.0 0.321
H -2.963 -1.841 6.332 0.0 -0.1 0.1 0.301
H -2.582 -2.646 4.812 0.0 -0.1 0.0 0.274
```
Positions in Å, forces in eV/Å.

2S+1   1
Charge   -1
HOMO level   -4.68 eV
HOMO-LUMO gap   6.235 eV
E_LUMO   1.552 eV

[2]
The following is a quantum chemistry calculation of C25H31ClN2ORhSb as an isolated structure, from the OMol25 dataset.

```
62
Properties=species:S:1:pos:R:3:forces:R:3:nbo_charge:R:1
Rh 0.724 0.444 0.336 0.0 -0.1 -0.2 0.682
Cl -2.015 2.649 -5.973 0.0 0.0 -0.1 0.074
C -1.083 2.181 -4.608 0.0 0.0 0.1 -0.084
C 0.320 2.307 -4.648 0.0 0.0 0.0 -0.117
C 1.089 1.952 -3.572 0.0 0.0 0.0 -0.269
C 0.503 1.449 -2.395 0.0 0.1 0.0 0.381
O 1.300 1.146 -1.398 -0.1 -0.1 0.1 -0.678
C -0.911 1.301 -2.360 0.0 -0.1 0.1 -0.190
C -1.626 0.738 -1.282 0.0 0.1 -0.1 0.193
N -1.154 0.327 -0.135 -0.1 -0.1 0.1 -0.435
C -1.977 -0.280 0.866 0.1 0.1 0.0 0.079
C -3.334 -0.456 0.806 0.0 0.0 0.0 -0.176
C -4.013 -1.086 1.871 0.0 0.0 0.0 -0.174
C -3.340 -1.536 2.972 0.0 0.0 0.0 -0.144
C -1.939 -1.365 3.060 0.0 0.0 0.1 -0.098
C -1.159 -1.812 4.152 0.0 0.0 0.0 -0.070
C 0.194 -1.612 4.149 0.0 0.0 0.0 -0.246
C 0.781 -0.948 3.063 0.0 0.0 0.0 0.091
N 0.081 -0.513 2.032 0.1 0.0 0.0 -0.473
C -1.271 -0.726 2.004 0.0 0.0 0.0 0.204
C -1.682 1.681 -3.493 0.0 0.0 -0.1 -0.161
H 0.786 2.688 -5.548 0.0 0.0 0.0 0.255
H 2.166 2.041 -3.603 0.0 0.0 0.0 0.246
H -2.694 0.628 -1.440 0.0 0.0 0.0 0.217
H -3.913 -0.128 -0.045 0.0 0.0 0.0 0.234
H -5.083 -1.218 1.798 0.0 0.0 0.0 0.252
H -3.865 -2.031 3.778 0.0 0.0 0.0 0.247
H -1.642 -2.318 4.979 0.0 0.0 0.0 0.252
H 0.820 -1.955 4.960 0.0 0.0 0.0 0.260
H 1.850 -0.772 3.036 0.0 0.0 0.0 0.218
H -2.758 1.565 -3.466 0.0 0.0 0.0 0.236
C -0.874 4.595 -0.261 0.0 0.0 0.0 -0.636
C 0.532 4.423 0.301 0.0 0.0 0.0 -0.494
C 1.599 4.474 -0.785 0.0 0.0 0.0 -0.635
Sb 0.689 2.643 1.503 -0.1 0.2 0.1 1.677
C 2.701 2.222 2.095 0.0 0.0 0.0 -0.546
C 3.609 3.430 2.291 0.0 0.0 0.0 -0.632
C 3.235 1.247 1.037 0.0 0.0 0.0 -0.589
C -0.548 2.746 3.255 0.0 0.0 0.0 -0.504
C -2.041 2.787 2.956 0.0 0.0 0.0 -0.635
C -0.078 3.957 4.061 0.0 0.0 0.0 -0.643
H -0.917 5.533 -0.819 0.0 0.0 0.0 0.252
H -1.639 4.644 0.513 0.0 0.0 0.0 0.220
H -1.125 3.792 -0.957 0.0 0.0 0.0 0.213
H 0.734 5.188 1.058 0.0 0.0 0.0 0.241
H 1.390 3.764 -1.584 0.0 0.0 0.0 0.225
H 2.605 4.288 -0.415 0.0 0.0 0.0 0.215
H 1.593 5.474 -1.223 0.0 0.0 0.0 0.250
H 2.586 1.698 3.049 0.0 0.0 0.0 0.234
H 3.736 4.001 1.372 0.0 0.0 0.0 0.219
H 4.600 3.098 2.606 0.0 0.0 0.0 0.247
H 3.231 4.101 3.062 0.0 0.0 0.0 0.230
H 3.357 1.706 0.057 0.0 0.0 0.0 0.254
H 2.639 0.303 0.905 0.0 -0.1 0.1 0.156
H 4.199 0.838 1.349 0.0 0.0 0.0 0.271
H -0.294 1.824 3.783 0.0 0.0 0.0 0.228
H -2.327 3.711 2.453 0.0 0.0 0.0 0.220
H -2.588 2.758 3.901 0.0 0.0 0.0 0.246
H -2.380 1.945 2.353 0.0 0.0 0.0 0.214
H -0.276 4.892 3.532 0.0 0.0 0.0 0.220
H 0.985 3.914 4.309 0.0 0.0 0.0 0.220
H -0.628 4.000 5.003 0.0 0.0 0.0 0.255
```
Positions in Å, forces in eV/Å.

2S+1   1
Charge   +2
HOMO level   -13.64 eV
HOMO-LUMO gap   6.326 eV
E_LUMO   -7.314 eV

[3]
The following is a quantum chemistry calculation of C4H4F2 as an isolated structure in a non-equilibrium geometry, from the OMol25 dataset.

```
10
Properties=species:S:1:pos:R:3:forces:R:3:mulliken_spin:R:1
C -0.758 -0.019 1.092 -0.8 2.5 -2.2 0.124
C -0.329 -0.496 -1.028 -1.8 -1.1 0.4 -0.124
C -0.175 -1.079 0.276 1.7 0.4 -1.8 0.695
C -1.100 0.464 -0.447 1.5 0.8 1.2 1.237
F -0.309 -2.371 0.457 0.4 -1.5 0.9 0.058
F -3.522 2.004 -0.469 -2.1 0.4 -0.4 0.004
H -1.653 -0.241 1.568 -1.5 -0.6 1.2 0.001
H -0.218 0.804 1.591 0.2 -0.9 0.0 -0.001
H -0.302 -0.953 -2.016 0.4 0.4 0.3 0.004
H -4.455 2.183 -0.642 2.0 -0.4 0.4 0.001
```
Positions in Å, forces in eV/Å.

2S+1   3
HOMO level (spin up / spin down)   -6.70 / -10.28 eV
HOMO-LUMO gap (spin up / spin down)   7.471 / 9.191 eV
E_LUMO (spin up / spin down)   0.775 / -1.094 eV

It is found that the calculated total energy values, taken in the order of the records, are -169023.113 -53509.925 -9641.112 eV.